{
  "formula": "C30H44ClF3N4O30S10",
  "method": "ωB97M-V/def2-TZVPD",
  "spin_multiplicity": 1,
  "smiles": "CCSCc1c(C[C@@H](O)C(F)(F)F)c(CCSc2nnco2)c(Cl)c2nsnc12.O=S1(=O)OCCO1.O=S1(=O)OCCO1.O=S1(=O)OCCO1.O=S1(=O)OCCO1.O=S1(=O)OCCO1.O=S1(=O)OCCO1.O=S1(=O)OCCO1",
  "total_energy_ha": -8386.48599,
  "e_above_lowest_kcal_mol": 481.9,
  "gap_ha": 0.2323,
  "elements": ["H", "C", "S", "C", "O", "C", "C", "F", "H", "C", "H", "O", "H", "C", "S", "H", "O", "N", "H", "H", "H", "H", "H", "C", "H", "H", "O", "C", "H", "C", "N", "S", "O", "O", "H", "O", "H", "H", "C", "C", "S", "O", "H", "H", "C", "C", "H", "S", "O", "O", "N", "H", "O", "C", "O", "S", "F", "O", "S", "H", "H", "O", "C", "O", "O", "C", "O", "C", "O", "S", "H", "C", "O", "C", "H", "H", "C", "O", "S", "H", "H", "F", "H", "H", "H", "H", "C", "H", "O", "H", "Cl", "H", "C", "O", "O", "H", "H", "H", "H", "C", "C", "H", "S", "N", "O", "H", "H", "H", "C", "O", "O", "H", "C", "C", "C", "H", "O", "C", "C", "O", "O", "O"],
  "coordinates": [[1.527, 2.664, -1.698], [2.995, 2.390, 10.288], [-8.843, -2.818, 1.306], [2.712, -2.397, -7.335], [1.279, 5.254, -4.642], [-1.499, -0.517, 3.115], [2.987, -0.597, 6.041], [-3.963, -1.071, 3.168], [4.204, 2.660, -8.456], [0.726, 2.028, -1.083], [-1.240, -0.627, 4.261], [0.632, 2.316, 12.851], [1.485, 2.129, 1.133], [-5.210, 3.930, -0.816], [1.288, 0.239, -1.140], [-0.304, 2.217, -1.656], [1.871, 1.477, -7.556], [3.994, 0.318, 5.380], [-5.000, 3.793, 0.247], [-2.559, 0.825, 2.076], [0.965, 1.891, 9.684], [-5.986, -2.750, 0.699], [-1.647, 5.699, -6.203], [-2.657, -1.547, 2.576], [-3.016, 5.697, -5.057], [-2.491, 3.432, -4.305], [-4.485, 4.037, -3.998], [-6.472, 3.194, -1.260], [3.640, -2.837, -7.716], [2.119, 2.142, -8.793], [3.696, 1.697, 5.463], [2.907, -2.455, 6.263], [2.705, 2.895, 11.590], [-4.160, 3.385, -1.612], [3.553, -2.691, -1.816], [2.936, 3.654, -7.187], [2.287, -1.734, -8.092], [1.788, 2.809, 6.491], [4.475, -3.198, -1.515], [0.198, -2.174, -0.135], [4.493, -2.820, 0.947], [1.641, 0.718, 11.222], [-6.527, 2.199, -0.807], [-7.381, 3.752, -1.021], [1.888, 1.383, 9.985], [-0.123, -0.498, 2.199], [2.177, 0.667, 9.213], [0.089, 4.764, -3.985], [-7.511, -3.669, 1.710], [0.863, 3.074, -5.927], [1.361, -6.188, -0.485], [0.723, -3.074, -6.772], [3.220, -2.266, 1.351], [1.062, -4.629, 1.804], [2.100, -2.126, -3.873], [-4.763, 2.965, -3.068], [-2.392, -2.884, 3.157], [-1.116, 5.834, -4.227], [2.136, 2.520, -6.331], [6.561, -2.680, -1.178], [-7.087, -1.399, 3.233], [1.988, 0.394, 6.516], [0.832, -2.971, 4.204], [-9.085, -3.004, -0.108], [-6.342, 3.032, -2.671], [3.225, 3.149, -8.490], [4.324, -3.123, -4.590], [1.732, -3.481, -6.894], [-4.412, 1.588, -3.328], [2.974, -2.690, -4.875], [3.252, 3.964, -9.218], [2.384, -3.329, 4.682], [3.059, 1.910, -5.402], [0.713, -3.176, 2.549], [0.537, -1.870, 4.538], [4.764, -3.915, -2.288], [0.551, -3.618, -0.842], [-8.216, -1.329, 1.523], [1.096, -5.762, -2.193], [5.608, -1.376, -1.940], [2.395, -4.495, 4.922], [-2.858, -1.534, 1.105], [0.138, -3.767, 4.726], [-0.317, 0.259, 1.326], [-5.614, -3.164, 2.396], [3.974, 1.901, 10.322], [-1.902, 3.817, -5.144], [0.821, 3.857, 0.449], [2.828, 1.151, 13.376], [3.097, -3.108, 3.766], [1.586, -6.167, 2.768], [1.196, 2.649, -9.094], [2.359, 1.800, 6.216], [5.292, -1.687, 0.090], [5.415, -3.431, 1.875], [2.408, 1.425, -9.565], [-6.292, -0.611, 1.842], [3.021, 3.206, 9.560], [-1.188, -0.404, -0.837], [-1.999, 5.337, -5.232], [-6.939, -1.438, 2.149], [-0.354, -1.363, -2.277], [1.906, 1.761, 12.447], [0.573, -4.062, -2.288], [2.193, -3.915, -5.615], [-5.281, 5.001, -1.038], [0.773, -0.034, 2.836], [-2.219, 3.325, -6.066], [0.258, -1.942, 1.520], [3.024, -1.671, -6.148], [-9.853, -3.044, 2.313], [1.702, -4.321, -7.593], [0.721, 2.690, 0.435], [0.987, -4.843, 0.156], [-6.386, -2.793, 1.718], [-0.359, 2.442, 0.879], [0.065, 4.363, -2.596], [5.582, -2.191, -1.212], [-0.207, -0.941, -1.190], [4.228, -3.863, -0.279], [-0.528, 3.545, -4.877], [-2.082, 0.860, 2.978]],
  "forces_ev_per_angstrom": [[-1.7, -1.8, 1.2], [0.3, -0.4, -0.4], [-0.4, -0.3, -0.2], [0.2, -0.5, -0.4], [-1.3, -0.4, 1.3], [0.3, 1.5, -0.9], [1.6, 6.8, -2.3], [3.6, -1.9, -2.0], [-0.1, 0.0, -0.1], [0.0, 2.1, -0.4], [-1.0, -0.2, -2.5], [1.8, -0.7, -0.3], [-1.3, 1.4, -1.5], [-0.6, 0.6, 0.1], [-1.0, 0.3, -0.1], [2.3, -0.6, 1.4], [0.6, 0.2, 0.4], [-3.1, -1.3, 2.1], [0.2, -0.1, -0.3], [1.1, 0.4, 2.0], [0.1, 0.0, -0.1], [0.0, 0.1, 0.1], [0.0, -0.1, 0.0], [-0.8, -0.4, 1.4], [0.3, 0.0, 0.2], [0.3, 0.2, -0.5], [-0.7, -1.5, 1.0], [0.0, -0.2, 0.7], [-0.1, 0.0, 0.0], [-0.2, 0.5, -0.3], [-5.6, -3.2, 3.3], [-0.2, 1.7, -0.5], [-0.8, -0.6, 0.4], [-0.3, -0.7, -0.9], [0.1, 0.0, -0.1], [-0.6, -0.6, 0.1], [0.0, 0.1, 0.3], [1.1, -3.0, -0.5], [-0.2, 0.6, -0.6], [0.1, -0.7, 2.0], [0.1, 0.0, -0.2], [0.6, 0.5, 0.8], [0.0, 0.1, 0.0], [0.2, -0.1, -0.3], [-0.1, 0.5, -0.4], [0.1, -0.6, -0.9], [0.0, 0.0, 0.3], [-0.3, -0.2, -0.2], [-1.0, 0.6, 0.2], [6.4, -2.9, -4.1], [-2.4, 7.2, -1.1], [0.1, 0.0, -0.1], [1.8, -0.6, -0.1], [-1.0, 3.2, -0.6], [1.6, -0.6, -1.2], [-0.3, -0.2, 0.1], [-1.3, 4.0, -2.5], [0.6, -0.7, 0.5], [0.7, -0.1, 0.3], [-0.1, 0.0, 0.0], [0.1, 0.0, -0.1], [0.9, 1.5, -0.6], [0.3, -0.7, -0.7], [0.0, 0.3, 1.9], [1.1, 0.3, -0.4], [0.3, -0.3, -0.3], [-1.6, 0.5, 0.0], [-0.4, 0.4, -0.4], [-0.2, 2.0, 0.1], [-0.3, 0.4, 0.2], [-0.1, 0.0, 0.3], [-0.9, -0.2, -2.0], [-1.4, 0.7, -1.1], [0.1, -2.1, -3.8], [0.7, -2.5, -0.9], [-0.1, 0.0, 0.4], [0.7, -1.8, 1.0], [-0.3, -0.9, -0.5], [-0.4, 2.3, 2.8], [-0.1, 0.0, 0.3], [0.3, 2.7, -0.2], [0.6, -0.4, 4.9], [1.2, 1.8, -1.1], [0.4, -1.5, 1.7], [-0.3, -0.1, 0.0], [-0.1, 0.0, -0.1], [-0.6, 0.2, 0.8], [0.1, -2.3, -0.2], [-1.4, 0.8, -1.1], [-1.3, -0.4, 2.2], [-0.9, 2.6, -1.4], [0.1, 0.0, -0.1], [4.9, -4.1, -2.5], [-0.9, -0.6, 0.6], [-1.4, 0.7, -0.8], [0.0, 0.0, 0.3], [-0.3, -0.1, -0.1], [-0.1, 0.0, 0.3], [1.9, -1.0, -0.6], [-0.3, -0.2, -0.7], [0.5, -0.1, 0.6], [0.4, 0.7, 2.3], [-0.2, 0.0, 0.5], [0.9, -1.6, 6.2], [0.9, 0.6, 0.3], [0.0, -0.1, 0.1], [-2.0, -1.3, -1.3], [0.3, 0.0, 0.1], [0.7, -2.9, -2.2], [-0.4, -0.6, 0.9], [1.2, 0.1, -1.5], [0.1, 0.0, 0.3], [-1.6, -1.1, 0.1], [0.5, -0.7, 0.4], [0.5, 0.5, -0.4], [2.3, 0.6, -0.7], [0.3, 1.0, -1.6], [0.3, -0.5, -0.6], [-0.2, -0.8, 1.0], [0.5, 0.5, 1.2], [-4.5, 3.1, 4.1], [-0.4, -2.4, -1.7]]
}